Entry 1:
{"formula": "C2H3ClFP", "method": "the ωB97M-V functional and the def2-TZVPD basis", "relative_energy_kcal_mol": 54.6, "lumo_energy_ev": 0.346, "max_force_ev_per_a": 5.7, "e_tot_ha": -979.328362, "homo_ev": -9.75, "mol_weight_g_mol": 112.5, "symbols": ["C", "C", "F", "P", "Cl", "H", "H", "H"], "coordinates": [[0.091829, -0.667344, 0.062611], [0.081400, 0.429019, 1.027071], [2.383287, 0.394688, -0.062318], [1.628588, -0.514864, 1.040217], [-0.989723, 0.610429, 2.420228], [-0.681743, -1.436206, 0.439671], [0.172467, -0.378498, -1.027627], [0.424281, 1.790545, 0.237050]], "forces_ev_per_angstrom": [[-2.222, -1.384, -0.287], [1.283, 5.381, -1.514], [0.554, -0.039, 0.092], [0.127, 0.071, -0.163], [0.357, -0.243, -0.884], [1.457, 0.692, -1.290], [-0.399, -0.753, 1.428], [-1.157, -3.726, 2.618]]}

Entry 2:
{"formula": "C2H4O2", "method": "the ωB97M-V functional and the def2-TZVPD basis", "relative_energy_kcal_mol": 102.7, "lumo_energy_ev": [0.716, 0.662], "max_force_ev_per_a": 2.9, "e_tot_ha": -228.942965, "homo_ev": [-7.66, -7.42], "mol_weight_g_mol": 60.1, "symbols": ["C", "C", "O", "O", "H", "H", "H", "H"], "coordinates": [[0.142008, 1.344623, 0.823178], [-0.505192, -0.732789, -0.514201], [-0.631324, 2.242449, 0.831823], [0.535077, -1.565773, -0.241110], [1.111773, 1.295101, 1.324795], [-0.564316, -0.263401, -1.479762], [-1.402644, -1.001205, 0.008227], [1.314618, -1.319005, -0.752949]], "forces_ev_per_angstrom": [[-2.183, -0.849, -1.647], [1.126, 1.502, 1.359], [0.842, -0.362, 0.299], [0.050, -0.312, -0.240], [0.599, 0.057, 0.401], [-0.028, 0.022, -0.234], [-0.206, -0.054, 0.046], [-0.201, -0.005, 0.016]]}

Entry 3:
{"formula": "C5H14", "method": "the ωB97M-V functional and the def2-TZVPD basis", "relative_energy_kcal_mol": 27.2, "lumo_energy_ev": [-3.091, -10.710], "max_force_ev_per_a": 3.3, "s_squared": 0.753, "multiplicity": 2, "total_charge": 1, "e_tot_ha": -198.443563, "homo_ev": [-15.44, -15.21], "mol_weight_g_mol": 74.2, "symbols": ["C", "C", "H", "H", "H", "H", "H", "H", "C", "C", "C", "H", "H", "H", "H", "H", "H", "H", "H"], "coordinates": [[-1.920150, 1.304916, -1.738833], [-1.743399, -0.211742, -1.548581], [-1.551124, 1.859123, -0.891552], [-1.443282, 1.596161, -2.674687], [-3.005825, 1.504342, -1.801188], [-0.684873, -0.403708, -1.848514], [-2.463505, -0.753674, -2.169904], [-1.575129, -0.363353, -0.481272], [1.313595, -0.204051, 0.665647], [0.440020, 0.552925, 1.642978], [2.093052, -1.398720, 1.108042], [0.617216, -0.580507, -0.199077], [1.902958, 0.473976, 0.011619], [0.965174, 1.527484, 1.919852], [0.199039, -0.119038, 2.443351], [1.522871, -1.783435, 1.975115], [1.798765, -2.234220, 0.527321], [-0.587640, 0.697249, 1.250076], [3.151350, -1.548932, 1.188015]], "forces_ev_per_angstrom": [[-0.848, -0.706, -0.470], [1.639, 1.546, 0.327], [0.334, 0.357, 0.107], [-0.169, 0.397, 0.145], [0.455, 0.144, -0.075], [-0.168, -0.381, -0.730], [0.423, -0.512, 0.773], [-1.523, -0.859, 0.134], [2.759, 1.027, 0.212], [-0.922, -0.840, -0.709], [-2.732, 0.678, 1.748], [-0.461, 0.039, -0.174], [-0.228, -0.240, -0.082], [-0.682, -0.946, -0.408], [0.385, 0.029, 0.985], [0.717, 0.162, 0.339], [-0.338, -1.625, -1.681], [0.539, 0.940, -0.123], [0.818, 0.788, -0.318]]}

Entry 4:
{"formula": "C8H19NO", "method": "the ωB97M-V functional and the def2-TZVPD basis", "relative_energy_kcal_mol": 26.8, "lumo_energy_ev": 0.831, "max_force_ev_per_a": 2.1, "smiles": "CCN(C)C(C)=O.CCC", "e_tot_ha": -446.190018, "homo_ev": -9.24, "mol_weight_g_mol": 145.2, "symbols": ["C", "C", "C", "H", "H", "H", "H", "H", "H", "H", "H", "C", "C", "C", "C", "C", "O", "N", "H", "H", "H", "H", "H", "H", "H", "H", "H", "H", "H"], "coordinates": [[-0.064521, 1.551510, 2.015063], [1.381683, 1.175858, 2.391672], [-0.547022, 2.772044, 2.813420], [-0.209886, 1.720531, 0.949665], [-0.684863, 0.709077, 2.344013], [1.919887, 2.089766, 2.153043], [-1.631709, 2.734231, 2.872294], [-0.154474, 2.964093, 3.811247], [-0.282663, 3.654888, 2.218021], [1.440933, 1.094596, 3.474539], [1.831359, 0.394244, 1.795514], [-0.298214, -1.555297, -2.570198], [-1.159712, -0.397916, -3.050373], [1.889617, -0.864030, -1.575749], [-1.402504, -1.784585, 0.178211], [0.064267, -1.542630, -0.146112], [0.792237, -1.393912, 0.835692], [0.462749, -1.165905, -1.384266], [-0.958578, -2.388608, -2.364695], [0.414813, -1.881702, -3.328188], [-0.532124, 0.454950, -3.306971], [-1.925082, -0.130026, -2.328018], [2.352224, -1.833215, -1.765604], [-2.082455, -1.484879, -0.624346], [-1.662399, -0.640951, -3.991973], [2.000764, -0.100262, -2.340547], [2.264489, -0.460419, -0.643513], [-1.613758, -2.714356, 0.690957], [-1.605067, -0.977091, 0.877197]], "forces_ev_per_angstrom": [[0.101, -1.091, 1.717], [-0.423, 1.823, -0.701], [-0.125, 0.627, -1.207], [0.066, -0.087, -0.041], [-0.102, -0.045, -0.469], [0.642, 0.191, 0.060], [-0.152, 0.216, 0.115], [0.212, -0.593, 0.028], [-0.143, 0.134, 0.252], [0.170, -0.603, -0.032], [-0.197, -0.445, 0.365], [-0.211, 0.541, 0.105], [0.222, -0.035, -1.037], [-0.981, -0.290, 0.574], [-0.206, 1.175, -0.698], [-0.052, 1.255, 1.729], [0.261, -0.787, -0.587], [-0.094, -0.612, -0.276], [0.107, -0.347, 0.221], [-0.076, 0.053, -0.095], [-0.037, 0.222, 0.347], [0.109, 0.153, 0.127], [0.634, 0.361, -0.393], [-0.021, -0.940, -0.159], [-0.084, -0.200, 0.122], [0.123, -0.317, -0.326], [0.114, -0.057, 0.087], [0.002, -0.217, -0.317], [0.142, -0.088, 0.489]]}

Entry 5:
{"formula": "C8H11FO2S", "method": "the ωB97M-V functional and the def2-TZVPD basis", "relative_energy_kcal_mol": 6.2, "lumo_energy_ev": 0.323, "max_force_ev_per_a": 5.8, "smiles": "CC1(C)CC(=O)C(F)(S)C(=O)C1", "e_tot_ha": -959.905324, "homo_ev": -9.60, "mol_weight_g_mol": 190.2, "symbols": ["C", "C", "C", "C", "C", "C", "C", "C", "O", "O", "F", "S", "H", "H", "H", "H", "H", "H", "H", "H", "H", "H", "H"], "coordinates": [[1.212543, -1.205497, -0.500941], [1.293942, 1.290871, -0.066752], [-0.097330, -1.173873, 0.192318], [-0.070110, 1.215853, 0.572939], [2.151558, -0.068180, -0.130976], [-0.956212, 0.137263, -0.045939], [-2.287389, -0.200953, 0.664223], [-1.238098, 0.444587, -1.570704], [1.599554, -2.050459, -1.228938], [1.769514, 2.222732, -0.616364], [3.250172, 0.054043, -0.842904], [2.530833, -0.206156, 1.700371], [-0.769302, -1.957343, -0.153265], [0.223739, -1.300044, 1.180646], [0.164833, 1.119906, 1.584177], [-0.659506, 2.079119, 0.537927], [-2.910031, 0.684658, 0.722450], [-2.196761, -0.359362, 1.773207], [-2.741190, -1.002531, 0.277222], [-2.040764, 1.169922, -1.535108], [-1.335194, -0.516441, -2.260903], [-0.293722, 0.956374, -1.813575], [3.398921, -1.334483, 1.560885]], "forces_ev_per_angstrom": [[0.353, 0.875, 0.234], [0.195, -1.384, -1.238], [-1.557, 0.434, -2.500], [-0.560, -0.193, -1.165], [-2.027, 1.333, 2.712], [0.747, -2.772, 0.695], [2.312, 4.204, 3.322], [1.883, -1.609, 0.897], [0.497, -1.645, -1.514], [0.393, 1.497, -0.347], [0.424, -0.002, -0.689], [1.618, -1.658, -0.642], [0.631, -0.616, 0.092], [-0.492, -0.091, 1.894], [-0.155, -0.905, 2.063], [-0.103, 2.151, -0.473], [-0.573, 0.152, -0.754], [0.562, -0.353, -0.865], [-1.846, -2.870, -1.770], [-0.332, -0.117, -0.769], [-0.229, 2.182, 1.598], [-0.571, -0.021, -0.968], [-1.168, 1.406, 0.187]]}

Entry 6:
{"formula": "C3H3Br2ClNO", "method": "the ωB97M-V functional and the def2-TZVPD basis", "relative_energy_kcal_mol": 9.1, "lumo_energy_ev": [3.034, 0.855], "max_force_ev_per_a": 8.6, "s_squared": 2.011, "multiplicity": 3, "total_charge": -1, "e_tot_ha": -5854.161770, "homo_ev": [-1.89, -3.99], "mol_weight_g_mol": 264.3, "symbols": ["C", "C", "C", "N", "O", "Cl", "Br", "Br", "H", "H", "H"], "coordinates": [[-0.048922, -0.658909, -0.615127], [-0.354175, 0.651636, 1.353501], [0.276987, -0.094275, 2.275172], [-0.738827, 0.279158, -0.008746], [-1.779597, 0.841589, -0.336532], [2.749174, -0.004128, 1.287169], [0.338782, -2.008699, 2.287679], [0.305761, 0.594150, 4.011698], [0.895081, -1.114355, -0.425081], [-0.370688, -0.983514, -1.653896], [-0.449129, 1.656517, 1.563698]], "forces_ev_per_angstrom": [[0.136, -3.112, -5.049], [-0.890, -1.364, -4.955], [1.656, -2.510, 1.651], [2.896, 1.414, 7.949], [-2.963, 1.434, -2.876], [0.244, 0.251, -0.114], [-0.456, 0.150, -0.021], [0.145, 0.354, 0.437], [0.472, 0.704, 1.342], [-0.290, 0.759, 1.463], [-0.949, 1.922, 0.174]]}